Entry from the OMol25 dataset: a cluster of 11 separate species, C17H42N8O19 in total at a distorted geometry (wB97M-V/def2-TZVPD).

Summary:
2S+1: 1
Charge: 0
E_tot in Eh: -2539.72124
F_max in eV Å⁻¹: 3.7
Lowest unoccupied orbital energy in eV: -0.36
Frontier orbital gap in eV: 9.1
Highest occupied orbital energy in eV: -9.461
SMILES string: C[N+](=O)[O-].C[N+](=O)[O-].C[N+](=O)[O-].C[N+](=O)[O-].C[N+](=O)[O-].C[N+](=O)[O-].C[N+](=O)[O-].C[N+](=O)[O-].CC(C)=O.CC(C)=O.CC(C)=O

Element x y z (Å)
C (5.455, 11.847, 13.241)
N (6.095, 12.946, 14.087)
O (5.764, 13.082, 15.238)
O (6.897, 13.612, 13.527)
H (5.772, 10.891, 13.744)
H (5.600, 11.926, 12.194)
H (4.384, 11.865, 13.514)
C (8.564, 11.791, 8.006)
N (9.604, 10.665, 7.869)
O (10.724, 11.027, 7.912)
O (9.249, 9.497, 7.884)
H (7.621, 11.382, 7.697)
H (8.969, 12.612, 7.479)
H (8.533, 11.999, 9.096)
C (5.434, 14.912, 10.548)
N (4.796, 13.655, 9.917)
O (5.441, 12.666, 9.833)
O (3.662, 13.778, 9.549)
H (6.442, 14.503, 10.516)
H (5.131, 15.030, 11.621)
H (5.248, 15.742, 9.849)
C (11.700, 8.687, 9.573)
N (12.005, 9.962, 10.306)
O (13.096, 10.508, 10.327)
O (11.007, 10.359, 10.902)
H (10.741, 8.754, 9.139)
H (11.673, 7.976, 10.328)
H (12.429, 8.398, 8.863)
C (8.476, 7.849, 10.699)
N (9.131, 6.571, 10.438)
O (10.300, 6.416, 10.765)
O (8.452, 5.730, 9.899)
H (9.165, 8.555, 11.142)
H (7.711, 7.560, 11.374)
H (7.913, 8.178, 9.827)
C (9.669, 12.412, 12.880)
N (8.602, 11.628, 12.245)
O (8.185, 11.975, 11.173)
O (8.221, 10.704, 12.877)
H (9.347, 13.455, 12.911)
H (10.576, 12.159, 12.358)
H (9.918, 12.011, 13.850)
C (8.799, 12.925, 16.913)
N (10.103, 13.451, 16.330)
O (11.018, 12.675, 16.293)
O (10.139, 14.608, 16.020)
H (8.797, 11.844, 16.751)
H (8.041, 13.333, 16.312)
H (8.885, 13.234, 17.948)
C (12.398, 13.517, 9.927)
N (11.106, 13.776, 9.263)
O (10.157, 14.146, 9.910)
O (11.117, 13.686, 8.064)
H (12.795, 12.806, 9.256)
H (12.142, 13.208, 10.958)
H (13.003, 14.438, 9.964)
C (10.381, 8.786, 15.470)
C (9.375, 7.833, 15.994)
O (9.487, 7.232, 17.026)
C (8.158, 7.523, 15.122)
H (10.504, 9.797, 15.913)
H (10.261, 8.965, 14.396)
H (11.390, 8.369, 15.707)
H (7.763, 8.359, 14.461)
H (7.350, 7.116, 15.767)
H (8.532, 6.635, 14.568)
C (13.957, 16.758, 15.712)
C (15.268, 16.210, 16.270)
O (15.669, 16.465, 17.387)
C (16.009, 15.379, 15.277)
H (13.304, 17.243, 16.549)
H (13.359, 15.961, 15.231)
H (14.294, 17.437, 14.931)
H (15.371, 14.649, 14.812)
H (16.972, 15.050, 15.672)
H (16.274, 16.048, 14.485)
C (16.466, 11.209, 12.340)
C (15.355, 12.149, 12.705)
O (15.216, 13.241, 12.182)
C (14.180, 11.676, 13.558)
H (16.773, 10.471, 13.100)
H (17.294, 11.808, 11.899)
H (16.069, 10.548, 11.516)
H (14.001, 12.383, 14.294)
H (14.358, 10.649, 14.060)
H (13.357, 11.597, 12.836)

Entry from the OMol25 dataset: a structure of composition C17H44AsClCsN2O4Si3 at a distorted geometry (wB97M-V/def2-TZVPD).

Summary:
2S+1: 1
Charge: -1
Relative energy (zero: lowest compared OMol25 entry of this formula, charge and spin) in kJ/mol: 173.59
E_tot in Eh: -4669.40441
F_max in eV Å⁻¹: 2.0
Lowest unoccupied orbital energy in eV: 2.29
Frontier orbital gap in eV: 7.5
Highest occupied orbital energy in eV: -5.243

Element x y z (Å)
Cs (0.384, 1.172, -0.212)
Cl (3.329, 3.420, 0.090)
C (2.131, 4.277, 1.160)
C (0.929, 3.342, 1.355)
O (1.082, 2.389, 2.146)
O (-0.056, 3.565, 0.613)
H (1.839, 5.185, 0.645)
H (2.634, 4.484, 2.099)
C (1.623, -0.949, -3.684)
C (0.831, -0.381, -2.509)
O (0.965, -0.948, -1.398)
O (0.126, 0.647, -2.714)
H (1.554, -2.037, -3.686)
H (2.676, -0.685, -3.554)
H (1.273, -0.546, -4.635)
C (-6.283, -0.125, -1.316)
Si (-4.597, -0.372, -0.562)
C (-4.323, -2.214, -0.390)
C (-4.706, 0.301, 1.170)
As (-2.597, 0.449, -1.503)
Si (-3.249, 2.638, -2.070)
C (-3.267, 3.628, -0.496)
C (-4.927, 2.830, -2.865)
C (-1.989, 3.408, -3.208)
Si (-2.721, -0.620, -3.609)
C (-1.961, 0.324, -5.013)
C (-4.462, -1.018, -4.185)
C (-1.899, -2.282, -3.405)
H (-6.992, -0.681, -0.692)
H (-6.362, -0.489, -2.340)
H (-6.579, 0.925, -1.316)
H (-5.066, -2.646, 0.289)
H (-3.326, -2.392, 0.021)
H (-4.385, -2.738, -1.347)
H (-5.515, -0.203, 1.712)
H (-4.907, 1.376, 1.183)
H (-3.775, 0.130, 1.716)
H (-3.863, 3.142, 0.280)
H (-3.694, 4.618, -0.689)
H (-2.254, 3.748, -0.098)
H (-5.725, 2.737, -2.126)
H (-5.114, 2.095, -3.652)
H (-4.985, 3.830, -3.310)
H (-0.986, 3.022, -3.003)
H (-1.984, 4.491, -3.052)
H (-2.207, 3.202, -4.258)
H (-2.538, 1.222, -5.252)
H (-1.955, -0.328, -5.893)
H (-0.943, 0.631, -4.767)
H (-5.093, -0.128, -4.248)
H (-4.961, -1.734, -3.527)
H (-4.399, -1.462, -5.185)
H (-0.892, -2.194, -2.994)
H (-1.842, -2.799, -4.370)
H (-2.468, -2.903, -2.709)
C (0.093, -0.283, 4.825)
C (-1.418, -0.352, 4.582)
C (-2.092, 0.865, 5.207)
C (-1.998, -1.625, 5.183)
N (-1.754, -0.296, 3.145)
N (-1.260, -1.356, 2.341)
H (0.314, -0.243, 5.895)
H (0.518, 0.605, 4.350)
H (0.601, -1.163, 4.423)
H (-1.944, 0.875, 6.290)
H (-3.163, 0.850, 4.993)
H (-1.675, 1.789, 4.797)
H (-1.913, -1.599, 6.272)
H (-1.470, -2.513, 4.832)
H (-3.055, -1.720, 4.919)
H (-1.359, 0.557, 2.758)
H (-1.766, -2.210, 2.522)
H (-0.269, -1.523, 2.497)

Entry from the OMol25 dataset: a structure of composition C17H44Cl4O5S5 at a distorted geometry (wB97M-V/def2-TZVPD).

Summary:
2S+1: 1
Charge: 0
E_tot in Eh: -4881.75230
F_max in eV Å⁻¹: 2.1
Lowest unoccupied orbital energy in eV: -0.16
Frontier orbital gap in eV: 8.8
Highest occupied orbital energy in eV: -8.913

Element x y z (Å)
C (-31.266, -14.706, 6.545)
S (-31.912, -15.971, 7.771)
O (-31.539, -17.330, 7.169)
C (-30.733, -15.618, 9.149)
H (-31.775, -15.011, 5.630)
H (-30.190, -14.686, 6.372)
H (-31.708, -13.771, 6.890)
H (-29.769, -15.978, 8.790)
H (-31.028, -16.178, 10.037)
H (-30.526, -14.568, 9.357)
C (-27.077, -8.455, -0.509)
S (-26.285, -8.501, 1.233)
O (-26.088, -7.084, 1.753)
C (-27.625, -9.213, 2.245)
H (-27.375, -9.471, -0.769)
H (-26.381, -8.185, -1.303)
H (-27.874, -7.723, -0.642)
H (-27.158, -9.373, 3.217)
H (-28.061, -10.157, 1.917)
H (-28.469, -8.541, 2.397)
C (-27.816, -17.273, 6.661)
S (-27.310, -16.056, 5.263)
O (-28.327, -14.930, 5.096)
C (-25.857, -15.321, 6.161)
H (-27.077, -18.072, 6.724)
H (-28.792, -17.681, 6.398)
H (-27.750, -16.725, 7.601)
H (-26.135, -14.868, 7.112)
H (-25.413, -14.545, 5.537)
H (-25.234, -16.159, 6.473)
C (-27.260, -8.921, 7.278)
S (-26.604, -10.651, 7.509)
O (-26.427, -10.750, 9.008)
C (-28.066, -11.727, 7.187)
H (-26.593, -8.219, 7.779)
H (-28.207, -8.803, 7.806)
H (-27.237, -8.757, 6.201)
H (-28.740, -11.264, 6.466)
H (-28.501, -11.858, 8.177)
H (-27.761, -12.755, 6.991)
C (-32.071, -6.944, -1.647)
S (-30.865, -7.431, -0.334)
O (-31.425, -6.777, 0.917)
C (-31.260, -9.213, -0.406)
H (-31.788, -6.124, -2.306)
H (-32.982, -6.615, -1.146)
H (-32.294, -7.843, -2.222)
H (-32.297, -9.501, -0.234)
H (-30.557, -9.696, 0.273)
H (-30.926, -9.630, -1.356)
C (-30.577, -12.611, 2.609)
Cl (-32.207, -12.239, 2.939)
Cl (-29.525, -11.589, 3.649)
Cl (-30.463, -14.332, 3.088)
Cl (-30.243, -12.459, 0.862)
C (-25.361, -11.995, -0.301)
C (-26.486, -13.021, -0.543)
C (-26.045, -14.517, -0.826)
C (-27.109, -15.632, -0.552)
C (-27.676, -15.656, 0.869)
C (-28.517, -16.973, 1.175)
H (-25.975, -11.095, -0.337)
H (-24.539, -11.938, -1.015)
H (-24.939, -11.905, 0.700)
H (-27.035, -12.980, 0.398)
H (-27.262, -12.643, -1.209)
H (-25.167, -14.743, -0.221)
H (-25.631, -14.731, -1.812)
H (-27.921, -15.376, -1.231)
H (-26.802, -16.612, -0.917)
H (-26.917, -15.659, 1.651)
H (-28.413, -14.864, 1.005)
H (-28.955, -16.836, 2.164)
H (-29.256, -17.137, 0.391)
H (-27.810, -17.802, 1.200)

Copy entry 3 word for word.
Entry from the OMol25 dataset: a structure of composition C17H44Cl4O5S5 at a distorted geometry (wB97M-V/def2-TZVPD).

Summary:
2S+1: 1
Charge: 0
E_tot in Eh: -4881.75230
F_max in eV Å⁻¹: 2.1
Lowest unoccupied orbital energy in eV: -0.16
Frontier orbital gap in eV: 8.8
Highest occupied orbital energy in eV: -8.913

Element x y z (Å)
C (-31.266, -14.706, 6.545)
S (-31.912, -15.971, 7.771)
O (-31.539, -17.330, 7.169)
C (-30.733, -15.618, 9.149)
H (-31.775, -15.011, 5.630)
H (-30.190, -14.686, 6.372)
H (-31.708, -13.771, 6.890)
H (-29.769, -15.978, 8.790)
H (-31.028, -16.178, 10.037)
H (-30.526, -14.568, 9.357)
C (-27.077, -8.455, -0.509)
S (-26.285, -8.501, 1.233)
O (-26.088, -7.084, 1.753)
C (-27.625, -9.213, 2.245)
H (-27.375, -9.471, -0.769)
H (-26.381, -8.185, -1.303)
H (-27.874, -7.723, -0.642)
H (-27.158, -9.373, 3.217)
H (-28.061, -10.157, 1.917)
H (-28.469, -8.541, 2.397)
C (-27.816, -17.273, 6.661)
S (-27.310, -16.056, 5.263)
O (-28.327, -14.930, 5.096)
C (-25.857, -15.321, 6.161)
H (-27.077, -18.072, 6.724)
H (-28.792, -17.681, 6.398)
H (-27.750, -16.725, 7.601)
H (-26.135, -14.868, 7.112)
H (-25.413, -14.545, 5.537)
H (-25.234, -16.159, 6.473)
C (-27.260, -8.921, 7.278)
S (-26.604, -10.651, 7.509)
O (-26.427, -10.750, 9.008)
C (-28.066, -11.727, 7.187)
H (-26.593, -8.219, 7.779)
H (-28.207, -8.803, 7.806)
H (-27.237, -8.757, 6.201)
H (-28.740, -11.264, 6.466)
H (-28.501, -11.858, 8.177)
H (-27.761, -12.755, 6.991)
C (-32.071, -6.944, -1.647)
S (-30.865, -7.431, -0.334)
O (-31.425, -6.777, 0.917)
C (-31.260, -9.213, -0.406)
H (-31.788, -6.124, -2.306)
H (-32.982, -6.615, -1.146)
H (-32.294, -7.843, -2.222)
H (-32.297, -9.501, -0.234)
H (-30.557, -9.696, 0.273)
H (-30.926, -9.630, -1.356)
C (-30.577, -12.611, 2.609)
Cl (-32.207, -12.239, 2.939)
Cl (-29.525, -11.589, 3.649)
Cl (-30.463, -14.332, 3.088)
Cl (-30.243, -12.459, 0.862)
C (-25.361, -11.995, -0.301)
C (-26.486, -13.021, -0.543)
C (-26.045, -14.517, -0.826)
C (-27.109, -15.632, -0.552)
C (-27.676, -15.656, 0.869)
C (-28.517, -16.973, 1.175)
H (-25.975, -11.095, -0.337)
H (-24.539, -11.938, -1.015)
H (-24.939, -11.905, 0.700)
H (-27.035, -12.980, 0.398)
H (-27.262, -12.643, -1.209)
H (-25.167, -14.743, -0.221)
H (-25.631, -14.731, -1.812)
H (-27.921, -15.376, -1.231)
H (-26.802, -16.612, -0.917)
H (-26.917, -15.659, 1.651)
H (-28.413, -14.864, 1.005)
H (-28.955, -16.836, 2.164)
H (-29.256, -17.137, 0.391)
H (-27.810, -17.802, 1.200)